Entry 1:
Molecular formula: C2HN3O3
Method: DFT, ωB97M-V/def2-TZVPD

Geometry as XYZ:
```
9
Properties=species:S:1:pos:R:3:mulliken_charge:R:1
C -1.50070 0.35670 0.04408 0.00
C 1.15499 0.53306 -0.03364 0.49
H -1.67441 1.37270 -0.00258 0.40
N -0.10566 -0.05342 -0.20828 0.17
N 1.24769 -1.63051 0.00038 0.16
N 2.02079 -0.54218 0.36139 -0.32
O -2.54591 -0.28676 0.17486 -0.44
O 0.10875 -1.45395 -0.25032 0.01
O 1.29446 1.70437 -0.08588 -0.48
```

Total energy ... -12697.5546 eV
Max |F| ... 10.9 eV Å⁻¹
Net charge ... 0
Relative energy (zero: lowest compared OMol25 entry of this formula, charge and spin) ... 151.43 kcal/mol
LUMO level ... -1.074 eV
SMILES string ... O=Cn1onnc1=O
M ... 115.05 g mol⁻¹
HOMO-LUMO gap ... 10.19 eV

Entry 2:
Molecular formula: C2HN3O3
Method: DFT, ωB97M-V/def2-TZVPD

Geometry as XYZ:
```
9
Properties=species:S:1:pos:R:3:mulliken_charge:R:1
C -0.86902 -0.02996 -0.00493 0.69
C 1.40757 -0.22640 -0.04025 0.51
H -1.99966 -1.53311 0.04616 0.37
N -0.73077 1.23000 -0.17095 -0.18
N 0.40073 1.75193 0.09896 -0.18
N 1.45392 1.16448 0.05515 -0.08
O -2.08950 -0.52620 -0.14402 -0.43
O 2.33214 -0.99164 -0.21671 -0.44
O 0.09459 -0.83910 0.37659 -0.27
```

Total energy ... -12700.0547 eV
Max |F| ... 4.6 eV Å⁻¹
Net charge ... 0
Relative energy (zero: lowest compared OMol25 entry of this formula, charge and spin) ... 93.78 kcal/mol
LUMO level ... -1.010 eV
SMILES string ... O=c1nnnc(O)o1
M ... 115.05 g mol⁻¹
HOMO-LUMO gap ... 9.18 eV

Entry 3:
Molecular formula: C2HN3O4
Method: DFT, ωB97M-V/def2-TZVPD

Geometry as XYZ:
```
10
Properties=species:S:1:pos:R:3:mulliken_charge:R:1
C 1.35864 0.10466 0.39780 0.57
C -0.91076 -0.83647 0.12226 0.49
H 2.84825 1.23587 0.37081 0.37
N 0.10719 0.14984 -0.12023 0.28
N -1.77504 0.83606 -1.00416 0.06
N -2.07221 -0.24500 -0.46876 -0.23
O 1.96396 1.26624 0.04754 -0.45
O 1.78563 -0.73169 1.16235 -0.50
O -0.41133 1.21696 -0.75434 -0.12
O -0.75765 -2.00543 0.50206 -0.47
```

Total energy ... -14747.0379 eV
Max |F| ... 4.3 eV Å⁻¹
Net charge ... 0
Relative energy (zero: lowest compared OMol25 entry of this formula, charge and spin) ... 8.56 kcal/mol
LUMO level ... -1.262 eV
SMILES string ... O=C(O)n1onnc1=O
M ... 131.05 g mol⁻¹
HOMO-LUMO gap ... 9.69 eV

Entry 4:
Molecular formula: C2HN4S
Method: DFT, ωB97M-V/def2-TZVPD

Geometry as XYZ:
```
8
Properties=species:S:1:pos:R:3:mulliken_charge:R:1
C 1.23091 -0.15271 -0.00152 -0.32
C -0.06763 0.14816 -0.03721 0.46
N -3.05749 -2.36550 0.11074 -0.18
N 1.73032 1.08277 0.03611 0.23
N 1.08333 2.15959 0.02952 -0.15
N -2.24621 -1.66960 -0.11172 0.16
S -0.49086 1.84891 -0.02809 0.38
H 1.81764 -1.05162 0.00218 0.42
```

Total energy ... -18872.6882 eV
Max |F| ... 2.8 eV Å⁻¹
Net charge ... +1
Relative energy (zero: lowest compared OMol25 entry of this formula, charge and spin) ... 73.80 kcal/mol
LUMO level (alpha / beta) ... -9.063 / -7.375 eV
M ... 113.12 g mol⁻¹
HOMO-LUMO gap (alpha / beta) ... 7.36 / 9.79 eV

Entry 5:
Molecular formula: C2HN4S
Method: DFT, ωB97M-V/def2-TZVPD

Geometry as XYZ:
```
8
Properties=species:S:1:pos:R:3:mulliken_charge:R:1
C 1.35233 0.45902 -0.24674 -0.22
C 0.10792 0.18444 0.10916 0.44
N -2.11601 -3.55181 0.83029 -0.13
N 1.11127 1.70633 -0.66021 0.22
N 0.01258 2.41103 -0.71058 -0.20
N -1.73424 -2.55034 0.79696 0.13
S -1.12445 1.44064 -0.04149 0.40
H 2.39060 -0.09931 -0.07740 0.36
```

Total energy ... -18872.2820 eV
Max |F| ... 3.6 eV Å⁻¹
Net charge ... +1
Relative energy (zero: lowest compared OMol25 entry of this formula, charge and spin) ... 83.17 kcal/mol
LUMO level (alpha / beta) ... -7.740 / -8.852 eV
M ... 113.12 g mol⁻¹
HOMO-LUMO gap (alpha / beta) ... 9.43 / 7.90 eV

Entry 6:
Molecular formula: C2HN5O
Method: DFT, ωB97M-V/def2-TZVPD

Geometry as XYZ:
```
9
Properties=species:S:1:pos:R:3:mulliken_charge:R:1
C -1.75127 -0.64559 0.12716 0.29
C -0.49739 1.26988 0.16287 0.53
N -2.89502 -1.23796 0.02807 -0.35
N -3.76403 -0.22445 -0.11660 -0.09
N -3.24208 0.94192 -0.01735 -0.41
N -1.92673 0.76032 0.13062 0.49
N 0.14705 0.11266 0.43125 -0.36
O -0.05679 2.32890 -0.06020 -0.40
H 0.80402 -0.29686 -0.19484 0.29
```

Total energy ... -11582.1636 eV
Max |F| ... 5.7 eV Å⁻¹
Net charge ... 0
Relative energy (zero: lowest compared OMol25 entry of this formula, charge and spin) ... 88.66 kcal/mol
LUMO level ... -2.531 eV
M ... 111.06 g mol⁻¹
HOMO-LUMO gap ... 9.08 eV